(1)
{"formula": "C13H27AuClIN2OP2", "method": "the ωB97M-V functional and the def2-TZVPD basis", "homo_ev": [-14.07, -14.08], "total_energy_ev": -61823.8569, "gap_ev": [8.0, 5.3], "de_lowest_kcal_mol": 0.0, "multiplicity": 3, "e_lumo_ev": [-6.078, -8.808], "total_charge": 2, "symbols": ["C", "I", "H", "H", "H", "Au", "P", "C", "C", "H", "H", "H", "H", "H", "H", "C", "H", "H", "H", "P", "C", "C", "H", "H", "H", "C", "H", "H", "H", "H", "H", "H", "Cl", "N", "C", "O", "C", "C", "C", "C", "N", "C", "H", "H", "H", "H", "H", "H"], "coordinates": [[-0.04218, -0.94493, -3.52591], [-1.54149, -0.01156, -4.35516], [0.22034, -1.88917, -4.01926], [-0.33901, -1.19505, -2.49713], [0.86044, -0.32515, -3.52947], [0.55790, 0.71654, 1.47714], [-2.04472, -1.61563, 0.01527], [-2.76050, -2.24301, 1.58417], [-3.59545, -1.16325, -0.88293], [-4.41272, -1.81111, -0.50962], [-2.38206, -3.83209, -0.83438], [-3.43062, -1.30424, -1.96595], [-1.50217, -2.80029, -2.03560], [-3.50986, -1.53433, 1.95050], [-3.81382, -0.10114, -0.68286], [-1.59675, -3.07942, -0.97735], [-3.21323, -3.22725, 1.43275], [-0.62694, -3.45081, -0.62181], [-1.96013, -2.30890, 2.32697], [1.86317, 1.78115, -0.24063], [3.07350, 2.64637, 0.78813], [2.75640, 0.66105, -1.33273], [1.32156, 2.62437, -2.46311], [1.98744, 3.89723, -1.39620], [0.27513, 3.37389, -1.22080], [1.29464, 3.04240, -1.44626], [2.09949, 0.32421, -2.14550], [3.59860, 1.22502, -1.75691], [3.68625, 3.30629, 0.16893], [3.69347, 1.90387, 1.30311], [3.12340, -0.20438, -0.77082], [2.52522, 3.23307, 1.53543], [-0.96033, 0.95587, -0.39341], [4.42835, -0.74362, 6.07983], [3.70760, -0.61649, 4.93350], [4.22921, -0.61139, 3.81894], [2.24150, -0.41322, 5.08260], [1.55843, -0.02609, 6.25126], [0.29855, 0.54733, 6.10814], [-0.24127, 0.74459, 4.82596], [0.40748, 0.34342, 3.71398], [1.53281, -0.37941, 3.87142], [5.41614, -0.90110, 5.98801], [4.00358, -0.82113, 6.98400], [2.00076, -0.18155, 7.24451], [-0.27079, 0.89316, 6.97498], [-1.20144, 1.24380, 4.69951], [1.94929, -0.82429, 2.96819]]}



(2)
{"formula": "C40H51GaN7O3", "method": "the ωB97M-V functional and the def2-TZVPD basis", "homo_ev": -3.36, "total_energy_ev": -111253.8707, "gap_ev": 5.1, "e_lumo_ev": 1.745, "total_charge": -1, "symbols": ["C", "C", "O", "C", "C", "O", "C", "Ga", "C", "C", "O", "N", "C", "C", "C", "H", "H", "H", "H", "H", "H", "H", "H", "H", "H", "H", "H", "H", "H", "H", "H", "H", "H", "H", "H", "H", "N", "C", "C", "C", "C", "C", "H", "H", "H", "H", "H", "N", "C", "C", "C", "C", "C", "H", "H", "H", "H", "H", "N", "C", "C", "C", "C", "C", "H", "H", "H", "H", "H", "N", "C", "C", "C", "C", "C", "H", "H", "H", "H", "H", "N", "C", "C", "C", "C", "C", "H", "H", "H", "H", "H", "N", "C", "C", "C", "C", "C", "H", "H", "H", "H", "H"], "coordinates": [[-5.05661, 2.47738, -0.27384], [-4.27717, 3.73557, -0.61605], [-4.92963, 4.40237, -1.68344], [-4.04112, 4.78223, -2.71931], [-3.45216, 3.59894, -3.48204], [-3.41189, 3.86109, -4.85232], [-3.20687, 2.63264, -5.58938], [-1.33591, 1.79848, -5.32699], [-1.38778, -0.04904, -4.38848], [-2.75072, -0.57437, -4.21786], [-3.56330, -0.74430, -5.12168], [-0.17431, 3.07724, -4.41832], [0.45654, 2.69932, -3.39365], [1.98464, 2.81850, -3.31179], [-0.18972, 2.17443, -2.11502], [-6.10516, 2.76049, -0.19728], [-4.70350, 2.02226, 0.64588], [-4.98829, 1.79679, -1.11876], [-3.24818, 3.47653, -0.86850], [-4.21814, 4.39159, 0.25856], [-3.23589, 5.40666, -2.32244], [-4.61407, 5.37503, -3.42912], [-3.99427, 2.67766, -3.23791], [-2.42193, 3.44275, -3.14109], [-4.01946, 1.93161, -5.36617], [-3.31839, 2.90860, -6.63668], [-0.72207, 1.55293, -6.80196], [-0.86081, -0.09945, -3.43494], [-0.88763, -0.74622, -5.06342], [-3.05257, -0.85771, -3.18104], [2.20227, 3.83533, -2.97613], [2.44564, 2.71071, -4.28516], [2.39013, 2.14213, -2.56087], [-1.16424, 1.72987, -2.28170], [-0.26194, 2.97753, -1.38401], [0.44736, 1.40743, -1.66520], [-1.47357, 2.84451, 1.03238], [-1.41301, 4.15862, 1.23480], [-0.95951, 4.73255, 2.41334], [-0.54616, 3.89259, 3.43703], [-0.60481, 2.52216, 3.24114], [-1.07529, 2.05218, 2.02433], [-1.74320, 4.77715, 0.40579], [-0.92802, 5.80837, 2.52224], [-0.18175, 4.30093, 4.37191], [-0.29216, 1.82797, 4.00839], [-1.14021, 0.99070, 1.82592], [-2.48843, -1.10535, 2.14387], [-1.59988, -1.73419, 1.37574], [-1.70995, -3.06505, 1.00361], [-2.80104, -3.78369, 1.46002], [-3.73415, -3.14740, 2.26223], [-3.53200, -1.81060, 2.57106], [-0.75916, -1.13494, 1.04153], [-0.96034, -3.52375, 0.37512], [-2.92450, -4.82470, 1.19255], [-4.60173, -3.67234, 2.63920], [-4.24093, -1.27115, 3.19037], [1.51820, -0.08844, 3.57261], [2.32212, 0.75414, 2.92701], [3.70665, 0.69288, 2.99055], [4.28750, -0.29307, 3.77008], [3.46537, -1.17832, 4.44910], [2.09317, -1.03252, 4.31424], [1.82647, 1.51229, 2.33081], [4.31033, 1.40204, 2.44127], [5.36449, -0.37235, 3.84685], [3.87845, -1.96278, 5.06818], [1.40951, -1.70181, 4.82491], [4.98787, 4.28674, -3.60017], [4.76127, 5.49672, -4.10328], [5.30534, 5.94842, -5.29635], [6.13366, 5.09488, -6.00549], [6.37979, 3.83057, -5.49618], [5.78243, 3.47788, -4.29532], [4.10487, 6.13185, -3.51843], [5.08087, 6.94191, -5.65939], [6.57695, 5.40825, -6.94224], [7.01689, 3.12993, -6.01849], [5.94162, 2.49476, -3.86529], [-0.30391, -6.11463, 1.92847], [0.57735, -6.74422, 1.15249], [0.46590, -8.07458, 0.77749], [-0.62160, -8.79718, 1.23796], [-1.54808, -8.16104, 2.04780], [-1.34562, -6.82545, 2.35983], [1.41621, -6.14385, 0.81605], [1.21303, -8.52881, 0.14155], [-0.74610, -9.83842, 0.96966], [-2.41222, -8.68699, 2.42978], [-2.04996, -6.28916, 2.98656], [3.34717, -5.23877, 7.00197], [3.37715, -6.48739, 6.54181], [2.73927, -6.89498, 5.37974], [2.02614, -5.95335, 4.65575], [1.98245, -4.64950, 5.12017], [2.65821, -4.34614, 6.29254], [3.94396, -7.19328, 7.13960], [2.80076, -7.92401, 5.05225], [1.51233, -6.22511, 3.74373], [1.43637, -3.88750, 4.58303], [2.65431, -3.33717, 6.69235]]}